i) Entry from OMol25: a cluster of 10 separate species, C40H70N10 in total (ωB97M-V/def2-TZVPD).

Structure (ORCA input):
```
! wB97M-V def2-TZVPD RIJCOSX def2/J DEFGRID3
* xyz 0 1
C -1.933 3.266 3.190
C -2.131 4.374 2.144
C -3.417 5.162 2.413
C -3.719 6.180 1.385
N -3.912 6.953 0.559
H -1.285 2.562 2.659
H -2.799 2.612 3.307
H -1.569 3.601 4.155
H -2.132 3.957 1.133
H -1.290 5.060 2.018
H -3.356 5.659 3.383
H -4.329 4.564 2.461
C -4.785 -3.935 -4.788
C -3.660 -3.738 -3.777
C -3.300 -4.931 -2.888
C -2.879 -6.100 -3.678
N -2.568 -7.005 -4.315
H -5.810 -4.044 -4.425
H -4.645 -4.925 -5.235
H -4.753 -3.104 -5.487
H -3.798 -2.828 -3.197
H -2.710 -3.630 -4.313
H -4.164 -5.281 -2.315
H -2.435 -4.759 -2.246
C -0.392 -3.266 -3.556
C 1.091 -3.125 -3.968
C 1.396 -1.759 -4.585
C 1.588 -0.680 -3.606
N 1.712 0.223 -2.903
H -0.950 -3.475 -4.464
H -0.743 -2.372 -3.038
H -0.414 -4.039 -2.788
H 1.442 -3.890 -4.658
H 1.714 -3.222 -3.075
H 0.551 -1.333 -5.136
H 2.366 -1.654 -5.084
C -1.885 4.414 -3.655
C -0.880 3.265 -3.682
C 0.446 3.767 -3.041
C 1.492 3.910 -4.085
N 2.272 4.062 -4.916
H -2.168 4.556 -2.607
H -2.792 4.217 -4.225
H -1.486 5.392 -3.926
H -0.630 2.854 -4.657
H -1.202 2.444 -3.042
H 0.846 3.021 -2.352
H 0.407 4.727 -2.529
C 4.734 2.137 -0.546
C 4.634 0.814 0.244
C 4.102 -0.341 -0.644
C 4.915 -0.487 -1.832
N 5.535 -0.649 -2.785
H 4.895 2.955 0.156
H 3.778 2.201 -1.065
H 5.570 2.168 -1.243
H 3.905 1.025 1.026
H 5.550 0.512 0.754
H 3.039 -0.194 -0.814
H 4.223 -1.277 -0.091
C -8.340 2.546 1.288
C -7.918 1.228 1.970
C -6.731 1.360 2.899
C -5.533 1.677 2.158
N -4.577 1.933 1.580
H -9.375 2.494 0.955
H -7.744 2.743 0.386
H -8.137 3.504 1.777
H -7.878 0.522 1.142
H -8.786 0.916 2.557
H -6.688 0.483 3.556
H -6.906 2.070 3.715
C 0.330 -0.619 0.118
C -0.600 0.487 0.679
C -1.697 0.841 -0.336
C -2.346 -0.346 -0.932
N -2.871 -1.259 -1.381
H 0.001 -1.605 0.444
H 1.372 -0.493 0.408
H 0.306 -0.680 -0.973
H -0.175 1.395 1.089
H -1.077 -0.095 1.471
H -1.326 1.304 -1.257
H -2.479 1.466 0.093
C 1.381 -4.405 0.575
C 0.733 -5.729 0.159
C 1.757 -6.875 0.372
C 2.295 -6.950 1.734
N 2.697 -7.057 2.807
H 0.740 -3.603 0.187
H 2.346 -4.161 0.124
H 1.455 -4.140 1.630
H 0.416 -5.645 -0.876
H -0.109 -5.925 0.824
H 2.566 -6.578 -0.298
H 1.358 -7.849 0.097
C 3.981 4.815 4.755
C 3.157 4.603 3.492
C 2.592 3.226 3.179
C 1.990 3.213 1.836
N 1.557 3.184 0.776
H 4.697 4.005 4.914
H 3.323 4.972 5.608
H 4.607 5.699 4.632
H 3.722 4.944 2.611
H 2.460 5.451 3.431
H 1.875 2.932 3.947
H 3.414 2.510 3.234
C 5.320 -3.765 3.032
C 5.807 -2.699 4.016
C 5.362 -1.276 3.637
C 4.056 -1.077 3.021
N 3.021 -0.833 2.588
H 5.763 -3.670 2.037
H 4.242 -3.678 2.873
H 5.487 -4.799 3.332
H 6.891 -2.747 4.109
H 5.428 -2.931 5.013
H 6.017 -0.843 2.872
H 5.488 -0.759 4.589
*
```

Calculated values
Structure (SMILES)   CCCC#N.CCCC#N.CCCC#N.CCCC#N.CCCC#N.CCCC#N.CCCC#N.CCCC#N.CCCC#N.CCCC#N
Orbital gap   11.14 eV

ii) Entry from OMol25: a cluster of 10 separate species, C40H70N10 in total (ωB97M-V/def2-TZVPD).

Structure (ORCA input):
```
! wB97M-V def2-TZVPD RIJCOSX def2/J DEFGRID3
* xyz 0 1
C -0.954 2.131 6.353
C -1.666 1.984 7.763
C -3.081 2.636 7.777
C -3.598 3.043 9.115
N -3.856 3.279 10.183
H -1.369 1.381 5.680
H 0.098 1.859 6.446
H -1.113 3.140 5.974
H -0.917 2.470 8.388
H -1.805 0.927 7.993
H -3.895 2.035 7.372
H -3.128 3.548 7.182
C 0.150 -8.962 -9.868
C -0.612 -9.578 -8.679
C -0.026 -9.430 -7.299
C 0.092 -8.019 -6.832
N 0.189 -6.942 -6.461
H 0.304 -7.888 -9.767
H -0.440 -9.217 -10.749
H 1.115 -9.464 -9.933
H -0.942 -10.555 -9.033
H -1.564 -9.059 -8.571
H 1.003 -9.781 -7.385
H -0.562 -9.928 -6.491
C -5.341 -9.623 -3.113
C -4.807 -8.580 -2.068
C -5.273 -7.193 -2.143
C -4.812 -6.359 -1.069
N -4.390 -5.704 -0.173
H -5.926 -9.146 -3.899
H -6.053 -10.239 -2.562
H -4.532 -10.288 -3.414
H -3.766 -8.598 -2.391
H -4.962 -9.088 -1.116
H -6.355 -7.226 -2.021
H -5.000 -6.696 -3.074
C -0.837 0.503 -0.969
C 0.475 -0.396 -0.998
C 1.406 -0.146 0.281
C 1.803 1.224 0.518
N 2.130 2.345 0.664
H -1.492 0.311 -0.119
H -1.408 0.349 -1.884
H -0.443 1.511 -1.098
H 1.118 -0.177 -1.851
H 0.227 -1.446 -1.155
H 2.355 -0.669 0.162
H 0.926 -0.503 1.193
C 6.953 -6.724 -0.364
C 5.908 -5.565 -0.443
C 5.607 -4.955 -1.866
C 6.770 -4.250 -2.474
N 7.627 -3.605 -2.840
H 6.764 -7.452 -1.154
H 6.781 -7.259 0.570
H 7.948 -6.280 -0.343
H 6.234 -4.732 0.179
H 4.995 -5.915 0.039
H 4.800 -4.226 -1.794
H 5.281 -5.726 -2.564
C -2.326 5.952 -6.697
C -3.757 6.027 -6.985
C -4.120 7.331 -7.791
C -3.483 8.475 -7.119
N -2.972 9.366 -6.620
H -2.044 6.747 -6.007
H -1.711 6.014 -7.595
H -2.037 4.973 -6.316
H -4.285 6.057 -6.032
H -4.051 5.137 -7.543
H -5.199 7.483 -7.758
H -3.769 7.287 -8.822
C 0.420 10.522 0.830
C -0.603 9.508 0.261
C -0.708 8.140 1.041
C -0.811 8.316 2.526
N -0.851 8.439 3.679
H 0.436 11.439 0.240
H 1.432 10.156 0.659
H 0.305 10.689 1.901
H -0.577 9.375 -0.820
H -1.529 10.025 0.516
H 0.235 7.611 0.902
H -1.507 7.454 0.759
C 7.116 7.318 3.064
C 7.612 5.934 3.493
C 8.280 5.090 2.409
C 9.647 5.503 1.941
N 10.685 5.911 1.541
H 6.032 7.389 3.153
H 7.340 7.655 2.052
H 7.517 8.106 3.701
H 6.933 5.230 3.974
H 8.386 6.080 4.246
H 7.697 4.986 1.494
H 8.314 4.036 2.686
C -9.354 -1.188 0.532
C -8.737 -0.584 -0.744
C -9.185 0.843 -1.012
C -8.526 1.912 -0.174
N -7.990 2.774 0.437
H -10.349 -1.555 0.279
H -9.293 -0.482 1.359
H -8.796 -2.086 0.798
H -8.852 -1.161 -1.661
H -7.670 -0.415 -0.596
H -10.241 0.812 -0.742
H -9.042 1.155 -2.046
C 4.500 -0.963 9.147
C 4.752 -2.429 8.741
C 5.882 -2.625 7.744
C 5.730 -1.897 6.508
N 5.642 -1.302 5.542
H 4.702 -0.622 10.163
H 3.560 -0.498 8.847
H 5.327 -0.518 8.595
H 3.932 -2.910 8.206
H 5.061 -2.966 9.638
H 5.959 -3.644 7.362
H 6.809 -2.499 8.304
*
```

Calculated values
Structure (SMILES)   CCCC#N.CCCC#N.CCCC#N.CCCC#N.CCCC#N.CCCC#N.CCCC#N.CCCC#N.CCCC#N.CCCC#N
Orbital gap   11.22 eV

iii) Entry from OMol25: a cluster of 10 separate species, C40H70N10 in total (ωB97M-V/def2-TZVPD).

Structure (ORCA input):
```
! wB97M-V def2-TZVPD RIJCOSX def2/J DEFGRID3
* xyz 0 1
C 1.346 0.798 -5.133
C 2.195 1.469 -4.013
C 1.891 1.132 -2.500
C 0.498 1.397 -2.162
N -0.609 1.623 -1.975
H 1.663 -0.241 -5.036
H 1.626 1.244 -6.087
H 0.258 0.807 -5.071
H 2.144 2.542 -4.202
H 3.251 1.232 -4.148
H 2.615 1.739 -1.958
H 2.114 0.074 -2.366
C 1.682 -3.056 -3.677
C 2.883 -4.113 -3.500
C 2.521 -5.386 -4.239
C 2.786 -5.135 -5.678
N 2.989 -4.972 -6.810
H 1.886 -2.091 -3.216
H 0.810 -3.545 -3.245
H 1.482 -2.908 -4.739
H 2.850 -4.315 -2.428
H 3.930 -3.935 -3.742
H 1.454 -5.600 -4.179
H 3.149 -6.213 -3.907
C -3.096 -4.004 -0.076
C -2.107 -2.822 -0.198
C -2.092 -1.975 -1.427
C -3.413 -1.376 -1.791
N -4.370 -0.901 -2.124
H -4.152 -3.749 -0.172
H -3.049 -4.428 0.927
H -3.030 -4.824 -0.792
H -1.109 -3.103 0.141
H -2.377 -2.175 0.638
H -1.702 -2.576 -2.248
H -1.486 -1.094 -1.211
C -3.219 4.231 2.502
C -3.202 5.099 3.765
C -2.332 6.366 3.711
C -2.659 7.266 2.606
N -2.896 8.022 1.775
H -4.057 3.534 2.530
H -2.306 3.665 2.315
H -3.471 4.759 1.582
H -2.768 4.528 4.586
H -4.224 5.322 4.070
H -1.294 6.060 3.835
H -2.606 6.903 4.620
C 6.378 -1.969 -4.312
C 5.264 -1.124 -3.737
C 5.241 -1.166 -2.194
C 6.487 -0.759 -1.511
N 7.494 -0.490 -0.992
H 6.216 -2.304 -5.336
H 6.401 -2.893 -3.733
H 7.357 -1.496 -4.233
H 4.307 -1.427 -4.161
H 5.482 -0.096 -4.030
H 4.979 -2.165 -1.844
H 4.482 -0.481 -1.815
C -3.224 1.004 1.001
C -4.501 1.624 0.488
C -5.724 1.023 1.143
C -6.867 1.917 0.942
N -7.822 2.543 0.728
H -3.105 0.877 2.077
H -2.405 1.679 0.745
H -2.987 0.058 0.514
H -4.548 1.597 -0.600
H -4.532 2.688 0.725
H -5.649 0.828 2.214
H -5.890 0.023 0.741
C 0.704 4.612 -1.525
C -0.753 4.935 -2.010
C -1.646 5.031 -0.759
C -3.029 5.111 -1.045
N -4.205 5.150 -1.214
H 1.250 4.103 -2.319
H 0.760 3.925 -0.680
H 1.366 5.408 -1.183
H -1.029 4.161 -2.726
H -0.704 5.833 -2.626
H -1.237 5.968 -0.379
H -1.410 4.098 -0.248
C -0.079 2.630 4.984
C 0.213 1.784 6.170
C -0.187 0.353 5.966
C -1.621 0.137 5.767
N -2.743 0.024 5.575
H -0.982 2.318 4.459
H 0.757 2.525 4.293
H -0.296 3.661 5.266
H -0.298 2.153 7.060
H 1.227 1.754 6.570
H -0.022 -0.129 6.931
H 0.437 -0.276 5.331
C 0.133 0.771 2.149
C 1.531 1.060 1.555
C 2.253 -0.230 1.273
C 1.686 -1.052 0.214
N 1.157 -1.627 -0.600
H -0.454 1.667 1.944
H 0.195 0.582 3.220
H -0.440 0.039 1.580
H 2.082 1.784 2.154
H 1.398 1.540 0.584
H 2.388 -0.855 2.157
H 3.227 -0.008 0.832
C 0.106 -6.867 3.091
C 0.576 -6.961 1.588
C 0.362 -5.575 0.840
C 1.058 -4.468 1.530
N 1.512 -3.589 2.068
H -0.894 -6.445 2.987
H 0.722 -6.225 3.720
H 0.062 -7.788 3.673
H 0.020 -7.767 1.109
H 1.639 -7.203 1.569
H -0.700 -5.342 0.926
H 0.682 -5.476 -0.198
*
```

Calculated values
Structure (SMILES)   CCCC#N.CCCC#N.CCCC#N.CCCC#N.CCCC#N.CCCC#N.CCCC#N.CCCC#N.CCCC#N.CCCC#N
Orbital gap   10.71 eV

Most stable = i)